Here is a single C5H8F2O molecule at a distorted geometry from the OMol25 dataset. Energies are from ωB97M-V/def2-TZVPD.

Values from the calculation:
- SMILES: C[C@H]1[C@@H](O)[C@H](F)[C@H]1F
- HOMO energy: -10.4 eV
- ΔE to the lowest compared entry with this formula, charge and spin: 18.31 kcal/mol
- E_LUMO: 0.0275 hartree
- Max |F|: 2.6 eV/Å

Element x y z (Å)
C1 -0.50055 -1.51149 -0.48668
C2 1.04399 0.45659 0.36180
H1 -1.20065 1.32053 1.33370
F1 0.14608 2.70265 -0.24136
C3 -1.03639 0.72179 0.42686
H2 2.21968 -0.84210 -0.42935
H3 -0.24156 -1.03384 1.57584
F2 -2.18027 0.59177 -0.21338
H4 0.05311 -2.45931 -0.28233
H5 0.04691 1.08536 -1.46138
C4 -0.11297 -0.51068 0.57833
O1 2.24050 0.10122 -0.22047
H6 -1.53958 -1.68670 -0.42702
H7 -0.27158 -1.24592 -1.48277
C5 0.08041 1.36073 -0.35630
H8 1.25287 0.94940 1.32450


Here is a molecular structure, C3H4CaLiO3 at a distorted geometry from the OMol25 dataset. Energies are from ωB97M-V/def2-TZVPD.

Values from the calculation:
- HOMO energy (alpha / beta): -18.0 / -18.0 eV
- ΔE to the lowest compared entry with this formula, charge and spin: 0.00 kcal/mol
- E_LUMO (alpha / beta): -0.2905 / -0.3733 hartree
- 2S+1: 2
- Net charge: +2
- Max |F|: 3.8 eV/Å

Element x y z (Å)
H1 -1.39993 -0.84124 -1.25215
C1 -2.11438 -0.40582 -0.55052
H2 -2.51472 1.39826 0.61307
C2 -1.78909 0.88318 -0.03499
O1 2.78055 -1.15404 0.94803
C3 2.17953 -0.08221 0.85857
Li1 2.51001 -2.88006 0.31596
H3 1.18811 0.01375 1.49493
H4 -2.96297 -0.94326 -0.12950
O2 2.22192 0.68031 -0.14709
O3 -1.03405 1.58794 -0.76796
Ca1 0.93502 1.74318 -1.34836